# 1
Computed, not measured: a cluster of 20 separate species, H40O20 in total, with wB97M-V/def2-TZVPD.

Geometry as XYZ:
```
60
H40O20 | the Open Molecules 2025 dataset | wB97M-V/def2-TZVPD
O -0.950 3.115 -4.392
H -1.154 2.959 -5.222
H -0.526 2.384 -3.892
O 3.403 1.471 -1.323
H 3.512 0.764 -1.916
H 3.300 1.353 -0.533
O -1.357 4.563 2.788
H -2.292 4.601 2.669
H -1.245 3.831 3.303
O 0.213 -0.706 4.140
H -0.731 -0.606 3.953
H 0.526 -1.512 3.614
O -3.634 0.374 -1.058
H -2.791 0.394 -1.258
H -4.085 1.068 -1.448
O 1.020 0.108 -3.725
H 1.383 0.457 -4.485
H 0.020 -0.035 -3.816
O 1.409 -1.255 -1.176
H 2.278 -0.641 -1.271
H 1.360 -1.854 -1.858
O -0.873 -4.649 -0.432
H -0.255 -3.915 -0.164
H -1.517 -3.989 -0.715
O 1.225 -3.735 2.647
H 1.333 -4.471 1.877
H 1.509 -2.875 2.181
O -2.329 3.148 -1.891
H -2.292 3.735 -2.650
H -2.935 3.761 -1.407
O 1.858 -0.163 1.326
H 2.478 0.527 1.102
H 1.409 0.211 2.052
O -4.545 1.974 0.936
H -4.336 1.108 0.702
H -3.771 2.526 1.300
O -0.122 -2.398 0.840
H 0.548 -1.710 0.459
H -0.925 -1.906 0.871
O 3.206 -2.662 -3.236
H 3.467 -2.622 -4.125
H 3.476 -3.543 -2.839
O -1.980 2.387 4.797
H -1.324 1.752 4.207
H -2.685 1.782 5.163
O 4.381 1.705 1.147
H 3.851 2.504 1.209
H 4.556 1.372 1.939
O 1.279 -5.041 -1.828
H 0.471 -5.509 -1.357
H 1.491 -5.201 -2.624
O -1.000 0.192 -1.872
H -0.483 0.710 -1.123
H -0.172 -0.506 -1.846
O -2.038 -0.684 1.023
H -1.386 -0.070 1.249
H -2.236 -0.614 0.116
O 0.714 2.077 1.741
H 1.278 2.753 1.317
H -0.153 2.459 1.645
```

HOMO-LUMO gap ... 9.78 eV
Molar mass ... 360.300 g mol⁻¹
HOMO level ... -10.1 eV
Total energy ... -41594.0613 eV
LUMO ... -0.36 eV

# 2
Computed, not measured: a cluster of 2 separate species, C3H10N2O in total, with wB97M-V/def2-TZVPD.

Geometry as XYZ:
```
16
C3H10N2O | the Open Molecules 2025 dataset | wB97M-V/def2-TZVPD
C -0.800 -0.959 -1.487
N -1.146 -1.014 -0.079
C -1.607 0.266 0.420
O 0.032 -1.383 0.664
H -0.057 -0.185 -1.710
H -1.714 -0.760 -2.044
H -0.407 -1.930 -1.783
H -1.774 0.178 1.492
H -2.550 0.494 -0.071
H -0.892 1.076 0.231
H -0.159 -2.256 1.027
C 2.378 1.615 0.827
N 2.018 0.888 -0.122
H 2.866 2.555 0.593
H 2.250 1.401 1.893
H 1.561 0.016 0.149
```

HOMO-LUMO gap ... 9.92 eV
SMILES string ... CN(C)O.C=N
Molar mass ... 90.126 g mol⁻¹
HOMO level ... -9.1 eV
Total energy ... -8298.2395 eV
LUMO ... 0.87 eV

# 3
Computed, not measured: a cluster of 2 separate species, C24H50O6P3 in total, with wB97M-V/def2-TZVPD.

Geometry as XYZ:
```
83
C24H50O6P3 | the Open Molecules 2025 dataset | wB97M-V/def2-TZVPD
C -4.153 0.913 3.113
C -3.864 0.112 1.845
C -2.676 0.639 1.044
O -1.439 0.521 1.662
P -0.051 -0.435 1.179
C 0.078 -1.206 2.928
C -1.120 -1.109 3.868
C -0.282 0.000 -0.667
C -0.503 1.425 -1.110
C -0.475 1.535 -2.649
C -1.516 0.714 -3.390
C -2.947 0.883 -2.884
O -3.899 0.797 -3.944
C -4.241 -0.529 -4.244
C 1.152 1.006 1.580
C 0.783 2.273 2.358
C -0.143 3.277 1.675
C 0.319 2.068 3.803
O 1.361 -1.324 0.617
C 1.907 -2.482 1.146
C 2.996 -3.018 0.212
C 4.111 -3.726 0.990
P -1.541 -2.299 0.663
P -0.840 -3.596 -0.905
O 0.253 -3.177 -1.781
O -0.582 -5.073 -0.292
O -2.192 -3.867 -1.774
H -3.623 0.524 3.976
H -5.214 0.879 3.362
H -3.875 1.956 2.968
H -3.756 -0.950 2.053
H -4.720 0.215 1.172
H -2.893 1.714 0.909
H -2.740 0.226 0.037
H 0.233 -2.276 2.829
H 0.960 -0.833 3.445
H -1.357 -0.101 4.177
H -1.987 -1.606 3.445
H -0.874 -1.672 4.777
H -1.116 -0.594 -1.047
H 0.586 -0.392 -1.191
H 0.284 2.094 -0.768
H -1.429 1.871 -0.752
H -0.538 2.594 -2.911
H 0.513 1.183 -2.950
H -1.238 -0.338 -3.320
H -1.518 0.962 -4.451
H -3.174 0.080 -2.178
H -3.103 1.841 -2.396
H -4.717 -0.544 -5.221
H -4.941 -0.937 -3.509
H -3.370 -1.185 -4.284
H 1.939 0.510 2.151
H 1.659 1.295 0.658
H 1.726 2.830 2.450
H -1.068 2.828 1.334
H 0.340 3.767 0.831
H -0.405 4.057 2.394
H -0.766 1.995 3.843
H 0.593 2.949 4.385
H 0.775 1.208 4.282
H 2.357 -2.345 2.140
H 1.156 -3.274 1.276
H 2.573 -3.684 -0.531
H 3.415 -2.144 -0.284
H 3.704 -4.263 1.845
H 4.856 -3.015 1.343
H 4.625 -4.449 0.359
H -1.524 -3.244 1.710
H -1.437 -5.491 -0.188
H -2.920 -3.455 -1.297
C 3.055 2.512 -2.220
C 3.844 3.344 -3.002
C 5.087 2.907 -3.439
C 5.534 1.638 -3.098
C 4.741 0.806 -2.319
C 3.501 1.244 -1.876
H 2.085 2.847 -1.875
H 3.490 4.330 -3.272
H 5.706 3.555 -4.047
H 6.502 1.295 -3.443
H 5.087 -0.185 -2.057
H 2.881 0.596 -1.266
```

HOMO-LUMO gap ... 7.19 eV
Total charge ... -1
Molar mass ... 527.580 g mol⁻¹
HOMO level ... -4.4 eV
Total energy ... -65853.0901 eV
LUMO ... 2.82 eV

# 4
Computed, not measured: the molecule CH2S4, with wB97M-V/def2-TZVPD.

Geometry as XYZ:
```
7
CH2S4 | the Open Molecules 2025 dataset | wB97M-V/def2-TZVPD
S -3.304 -0.530 -0.557
S -2.129 0.177 0.807
S -0.111 1.008 -0.389
C 1.195 0.072 -0.464
S 1.439 -1.363 0.428
H -1.091 -0.757 0.816
H 2.709 -1.691 0.264
```

HOMO-LUMO gap (spin up / spin down) ... 6.74 / 6.43 eV
SMILES string ... S=[SH]#S#CS
Molar mass ... 142.295 g mol⁻¹
HOMO level (spin up / spin down) ... -8.1 / -7.9 eV
Total energy ... -44407.0633 eV
LUMO (spin up / spin down) ... -1.38 / -1.49 eV

# 5
Computed, not measured: a structure of composition C32H60N2O2OsP3, with wB97M-V/def2-TZVPD.

Geometry as XYZ:
```
100
C32H60N2O2OsP3 | the Open Molecules 2025 dataset | wB97M-V/def2-TZVPD
C -0.613 -2.449 -1.906
C 1.628 -2.464 -1.034
C -0.455 -3.692 -2.510
C 1.794 -3.774 -1.613
C 0.783 -4.367 -2.336
H -1.273 -4.132 -3.085
H 2.756 -4.276 -1.475
H 0.933 -5.357 -2.781
N 0.371 -1.847 -1.175
P -2.300 -0.776 -0.451
P 2.471 -0.072 -0.031
C -1.916 -1.691 -2.041
H -1.790 -0.906 -2.807
H -2.728 -2.358 -2.375
C -0.218 1.644 0.981
O -0.315 2.657 1.572
C 2.670 -1.802 -0.374
H 3.653 -2.286 -0.358
C 3.320 0.852 -1.511
C 3.496 0.326 1.542
C -3.678 0.521 -0.902
C -3.028 -2.153 0.666
C 2.907 2.337 -1.520
H 3.396 2.902 -0.712
H 3.210 2.802 -2.477
H 1.820 2.456 -1.396
C 4.856 0.743 -1.542
H 5.340 1.315 -0.734
H 5.186 -0.308 -1.482
H 5.225 1.154 -2.502
C 2.798 0.131 -2.774
H 3.089 0.711 -3.671
H 3.239 -0.875 -2.856
H 1.705 0.009 -2.769
C 3.730 1.844 1.672
H 2.782 2.403 1.597
H 4.168 2.054 2.666
H 4.432 2.231 0.916
C 2.703 -0.135 2.775
H 1.775 0.443 2.902
H 2.452 -1.205 2.716
H 3.328 0.022 3.674
C 4.833 -0.444 1.550
H 5.492 -0.186 0.708
H 5.374 -0.204 2.485
H 4.655 -1.532 1.536
C -3.300 -1.547 2.059
H -3.680 -2.339 2.730
H -2.386 -1.133 2.508
H -4.060 -0.749 2.020
C -1.966 -3.276 0.763
H -1.945 -3.880 -0.157
H -0.950 -2.904 0.943
H -2.242 -3.938 1.604
C -4.309 -2.822 0.116
H -4.453 -3.778 0.653
H -5.214 -2.221 0.274
H -4.226 -3.062 -0.958
C -3.680 0.764 -2.423
H -4.022 -0.122 -2.983
H -4.375 1.594 -2.651
H -2.684 1.046 -2.792
C -3.288 1.826 -0.178
H -2.309 2.197 -0.518
H -4.052 2.600 -0.383
H -3.224 1.683 0.914
C -5.121 0.154 -0.508
H -5.502 -0.706 -1.080
H -5.231 -0.053 0.567
H -5.767 1.021 -0.744
Os 0.000 0.000 0.000
N -0.187 1.077 -1.817
C -0.273 1.720 -2.793
C -0.388 2.517 -4.030
C 0.724 2.093 -5.022
C -1.781 2.244 -4.654
C -0.227 4.018 -3.676
H 1.723 2.282 -4.600
H 0.644 1.024 -5.273
H 0.614 2.685 -5.948
H -2.592 2.549 -3.973
H -1.875 2.822 -5.590
H -1.902 1.173 -4.888
H -0.299 4.613 -4.602
H -1.012 4.353 -2.981
H 0.756 4.207 -3.213
C 0.980 -0.856 4.847
P -0.251 -0.897 3.405
C -0.902 -2.580 3.949
C -1.271 0.650 3.749
O 0.232 -1.050 1.837
H 1.688 -1.710 4.807
H 0.402 -0.954 5.790
H 1.497 0.114 4.975
H -1.194 -2.530 5.019
H -1.757 -2.986 3.427
H -0.085 -3.323 3.842
H -0.600 1.527 3.709
H -2.116 0.836 3.060
H -1.661 0.593 4.786
```

HOMO-LUMO gap (spin up / spin down) ... 6.86 / 6.24 eV
Total charge ... +3
Molar mass ... 787.996 g mol⁻¹
2S+1 ... 5
HOMO level (spin up / spin down) ... -15.1 / -17.6 eV
Total energy ... -71541.0953 eV
<S²> ... 6.056
LUMO (spin up / spin down) ... -8.20 / -11.31 eV

# 6
Computed, not measured: a structure of composition C29H51Cl38O2P, with wB97M-V/def2-TZVPD.

Geometry as XYZ:
```
121
C29H51Cl38O2P | the Open Molecules 2025 dataset | wB97M-V/def2-TZVPD
C -1.932 -0.784 -3.699
C -2.055 -1.806 -2.467
P -0.568 -1.880 -1.308
C 1.076 -1.586 -2.249
C 2.147 -1.172 -1.093
C -0.611 -0.516 -0.006
C -1.013 0.803 -0.380
C -0.965 1.884 0.814
O -1.845 2.746 1.010
C 0.308 1.729 1.786
C 0.718 0.414 2.158
C -0.176 -0.768 1.525
O -0.528 -1.765 2.188
H -2.532 -1.248 -4.565
H -2.469 0.194 -3.439
H -0.878 -0.624 -4.090
H -3.005 -1.517 -1.887
H -2.258 -2.847 -2.908
H 0.942 -0.634 -2.875
H 1.408 -2.487 -2.852
H 2.152 -0.030 -0.974
H 1.909 -1.659 -0.087
H 3.189 -1.483 -1.437
H -1.320 1.084 -1.439
H 0.902 2.641 2.157
H 1.604 0.211 2.817
C -3.971 -2.238 -7.746
Cl -4.948 -2.743 -6.360
Cl -3.049 -0.774 -7.383
H -3.276 -3.041 -8.000
H -4.630 -2.039 -8.589
C -0.089 4.999 -0.817
Cl 0.039 4.666 -2.550
Cl 1.483 4.848 -0.020
H -0.460 6.013 -0.678
H -0.782 4.288 -0.371
C -2.996 -0.448 4.004
Cl -4.490 -0.474 3.057
Cl -2.895 1.007 5.004
H -2.970 -1.322 4.651
H -2.147 -0.469 3.324
C -1.676 -4.016 6.216
Cl -2.080 -2.352 6.654
Cl -1.742 -5.085 7.622
H -2.387 -4.368 5.472
H -0.668 -4.039 5.803
C 1.049 0.311 6.228
Cl 0.758 0.019 4.502
Cl 1.093 2.042 6.581
H 0.249 -0.148 6.807
H 2.005 -0.131 6.505
C -5.340 -6.153 5.839
Cl -5.044 -4.422 5.634
Cl -6.074 -6.853 4.391
H -4.392 -6.653 6.031
H -6.012 -6.299 6.682
C -5.970 -0.409 -1.170
Cl -5.924 -0.732 -2.910
Cl -4.373 -0.594 -0.438
H -6.315 0.611 -1.010
H -6.657 -1.109 -0.698
C -0.562 -4.783 -9.207
Cl 0.066 -4.702 -7.558
Cl -2.294 -4.428 -9.250
H -0.037 -4.055 -9.822
H -0.398 -5.785 -9.599
C 4.742 2.886 -0.432
Cl 6.008 1.748 -0.909
Cl 3.272 2.036 0.060
H 5.101 3.484 0.403
H 4.510 3.533 -1.277
C -5.223 -6.594 -5.294
Cl -5.182 -6.921 -7.031
Cl -3.621 -6.775 -4.570
H -5.570 -5.574 -5.136
H -5.907 -7.295 -4.819
C 8.968 -0.054 1.551
Cl 8.651 -0.391 -0.155
Cl 9.000 1.685 1.866
H 8.182 -0.508 2.152
H 9.932 -0.480 1.821
C 2.269 4.960 4.434
Cl 1.957 4.656 2.719
Cl 2.308 6.694 4.779
H 1.479 4.499 5.024
H 3.231 4.524 4.701
C 3.416 7.735 8.649
Cl 2.963 9.392 9.067
Cl 3.262 6.658 10.043
H 2.763 7.380 7.854
H 4.450 7.727 8.309
C 4.573 2.633 -4.786
Cl 3.469 1.711 -3.758
Cl 4.630 4.329 -4.292
H 5.567 2.208 -4.706
H 4.229 2.575 -5.816
C 2.545 7.768 -3.980
Cl 2.675 7.438 -5.712
Cl 4.117 7.635 -3.182
H 2.162 8.777 -3.841
H 1.860 7.048 -3.534
C 2.313 2.051 10.657
Cl 1.893 3.154 9.343
Cl 2.519 0.397 10.063
H 3.245 2.381 11.112
H 1.516 2.063 11.398
C -8.795 -1.467 -5.046
Cl -9.284 -0.370 -6.343
Cl -8.651 -3.128 -5.634
H -7.832 -1.145 -4.654
H -9.544 -1.436 -4.256
C -0.307 -7.250 4.031
Cl 0.340 -7.191 5.675
Cl -2.041 -6.901 4.011
H 0.209 -6.510 3.421
H -0.143 -8.245 3.622
C 6.385 1.856 -8.342
Cl 6.928 1.953 -6.662
Cl 4.651 2.168 -8.478
H 6.924 2.596 -8.930
H 6.595 0.858 -8.723
```

HOMO-LUMO gap ... 6.75 eV
Molar mass ... 1809.913 g mol⁻¹
HOMO level ... -7.7 eV
Total energy ... -520130.5402 eV
LUMO ... -0.97 eV

# 7
Computed, not measured: the molecule C23H30N4O4S2, with wB97M-V/def2-TZVPD.

Geometry as XYZ:
```
63
C23H30N4O4S2 | the Open Molecules 2025 dataset | wB97M-V/def2-TZVPD
C 4.757 -3.372 -2.607
C 4.131 -2.775 -1.353
C 5.123 -1.923 -0.546
C 6.081 -2.795 0.276
N 4.396 -0.935 0.244
C 5.152 0.273 0.532
C 4.955 1.285 -0.606
N 3.543 1.475 -0.822
C 2.909 2.629 -0.502
O 3.499 3.660 -0.235
C 1.421 2.530 -0.513
C 0.704 3.388 0.316
C -0.667 3.287 0.413
C -1.351 2.328 -0.332
N -2.730 2.224 -0.157
C -3.529 1.234 -0.584
N -3.280 0.350 -1.448
C -4.280 -0.644 -1.643
C -3.653 -2.004 -1.380
S -3.793 -2.118 0.427
O -3.734 -3.477 0.880
O -2.927 -1.165 1.061
C -5.509 -1.507 0.415
C -5.482 -0.423 -0.644
S -5.180 1.196 0.128
C -0.647 1.511 -1.210
C 0.727 1.609 -1.291
C 3.662 -1.461 1.388
C 2.418 -0.671 1.657
C 2.172 0.433 2.419
C 0.782 0.686 2.318
C 0.282 -0.278 1.502
O 1.264 -1.099 1.093
H 5.136 -2.587 -3.258
H 5.581 -4.035 -2.354
H 4.018 -3.947 -3.159
H 3.738 -3.583 -0.734
H 3.292 -2.137 -1.638
H 5.718 -1.345 -1.261
H 6.697 -3.399 -0.385
H 6.740 -2.173 0.878
H 5.533 -3.459 0.939
H 6.225 0.078 0.673
H 4.762 0.715 1.449
H 5.414 0.917 -1.530
H 5.391 2.252 -0.349
H 3.023 0.609 -0.814
H 1.248 4.121 0.892
H -1.214 3.942 1.077
H -3.128 2.842 0.536
H -4.638 -0.577 -2.679
H -4.214 -2.835 -1.795
H -2.615 -2.031 -1.692
H -6.129 -2.357 0.142
H -5.787 -1.137 1.397
H -6.430 -0.361 -1.180
H -1.188 0.796 -1.806
H 1.256 0.972 -1.985
H 4.277 -1.479 2.302
H 3.351 -2.479 1.155
H 2.881 0.993 2.995
H 0.238 1.474 2.796
H -0.717 -0.495 1.176
```

HOMO-LUMO gap ... 8.47 eV
SMILES string ... CC[C@H](C)N(CCNC(=O)c1ccc(NC2=N[C@H]3CS(=O)(=O)C[C@H]3S2)cc1)Cc1ccco1
Molar mass ... 490.651 g mol⁻¹
HOMO level ... -8.2 eV
Total energy ... -60158.7324 eV
LUMO ... 0.28 eV